The following is a quantum chemistry calculation of a cluster of 23 separate species, C64H138Cl36O15 in total at a distorted geometry, from OMol25.

Values from the calculation:
DFT total energy = -550121.8018 eV
Net charge = 0
Frontier orbital gap = 9.42 eV
E_HOMO = -9.32 eV

Geometry as XYZ:
```
253
C64H138Cl36O15 | OMol25 | the ωB97M-V functional and the def2-TZVPD basis
C -5.927 1.926 4.425
Cl -5.347 2.741 5.896
Cl -4.608 1.334 3.401
H -6.579 1.170 4.804
H -6.463 2.663 3.839
C -6.828 -0.105 -0.018
Cl -5.229 -0.807 0.358
Cl -7.692 0.324 1.495
H -6.706 0.866 -0.508
H -7.483 -0.868 -0.448
Cl 5.094 -4.490 -1.303
C 5.264 -4.171 0.492
C 4.987 -5.441 1.292
Cl 6.489 -6.467 1.356
H 4.458 -3.458 0.661
H 6.268 -3.822 0.653
H 4.195 -6.042 0.881
H 4.844 -5.137 2.324
Cl -5.124 -3.266 3.657
C -6.053 -1.787 3.951
C -7.412 -2.159 4.536
Cl -8.237 -0.662 5.027
H -6.140 -1.346 2.973
H -5.521 -1.175 4.685
H -7.242 -2.737 5.426
H -8.106 -2.701 3.853
Cl -0.594 -2.605 -2.566
C -1.927 -1.610 -1.883
C -1.535 -0.205 -1.434
Cl -1.061 0.880 -2.803
H -2.339 -2.177 -1.056
H -2.749 -1.621 -2.662
H -0.619 -0.266 -0.816
H -2.413 0.265 -0.995
Cl 2.084 7.293 2.362
C 0.737 6.561 3.415
C 1.052 6.749 4.863
Cl 2.606 5.737 5.291
H 0.888 5.502 3.239
H -0.225 6.855 2.994
H 0.293 6.363 5.549
H 1.350 7.773 5.065
Cl -1.613 5.356 -2.287
C -0.275 5.374 -1.014
C 1.008 5.986 -1.497
Cl 2.072 4.764 -2.322
H -0.163 4.358 -0.632
H -0.714 6.014 -0.269
H 1.527 6.484 -0.661
H 0.746 6.774 -2.227
Cl -5.319 2.958 0.190
C -3.988 3.009 -0.969
C -4.459 2.723 -2.383
Cl -5.120 1.135 -2.777
H -3.129 2.383 -0.661
H -3.669 4.086 -0.946
H -3.497 2.830 -2.924
H -5.224 3.452 -2.631
Cl 6.006 -3.376 -7.176
C 5.454 -2.281 -5.983
C 6.174 -2.406 -4.640
Cl 7.795 -1.727 -4.707
H 4.395 -2.386 -5.865
H 5.696 -1.231 -6.292
H 6.234 -3.484 -4.403
H 5.721 -1.726 -3.917
Cl -6.305 -7.821 2.497
C -6.090 -6.677 1.056
C -7.361 -6.098 0.556
Cl -8.053 -4.863 1.642
H -5.614 -7.258 0.216
H -5.475 -5.851 1.461
H -8.046 -6.938 0.507
H -7.293 -5.667 -0.441
Cl 5.848 6.340 -5.035
C 5.348 6.414 -3.336
C 5.685 5.121 -2.654
Cl 7.428 4.791 -2.736
H 4.273 6.574 -3.313
H 5.904 7.256 -2.785
H 5.168 4.249 -2.998
H 5.381 5.072 -1.625
Cl -0.200 1.956 -6.331
C 0.207 3.449 -5.372
C -0.534 4.616 -5.863
Cl -2.276 4.573 -5.737
H 1.292 3.578 -5.448
H -0.172 3.252 -4.378
H -0.300 4.873 -6.867
H -0.214 5.478 -5.240
Cl -0.907 -6.236 6.576
C -2.572 -6.251 5.875
C -2.448 -6.216 4.361
Cl -1.805 -4.626 3.840
H -3.106 -5.340 6.237
H -3.007 -7.197 6.197
H -3.439 -6.440 3.949
H -1.738 -6.956 4.005
Cl 4.771 4.790 0.851
C 5.432 5.410 2.365
C 6.031 4.324 3.214
Cl 7.497 3.580 2.493
H 4.567 5.731 2.965
H 6.151 6.184 2.053
H 5.260 3.541 3.265
H 6.224 4.688 4.222
Cl 3.957 -8.989 -6.224
C 4.431 -7.599 -5.254
C 3.432 -6.486 -5.507
Cl 3.727 -5.143 -4.328
H 5.429 -7.359 -5.606
H 4.416 -7.902 -4.219
H 2.403 -6.799 -5.290
H 3.491 -5.973 -6.475
Cl 6.194 0.117 2.717
C 6.212 -0.105 0.921
C 6.467 1.204 0.250
Cl 6.257 1.094 -1.545
H 5.234 -0.452 0.626
H 6.984 -0.839 0.679
H 7.550 1.504 0.284
H 5.753 1.971 0.570
Cl 2.345 3.122 2.774
C 2.555 1.435 3.290
C 2.323 1.023 4.719
Cl 0.579 1.135 5.260
H 3.627 1.203 3.155
H 1.959 0.811 2.616
H 2.895 1.654 5.387
H 2.612 -0.021 4.830
Cl -3.941 -2.884 7.432
C -2.224 -2.705 6.834
C -1.671 -1.381 7.022
Cl -2.577 -0.196 6.017
H -2.134 -3.059 5.810
H -1.756 -3.464 7.440
H -0.626 -1.293 6.763
H -1.792 -0.922 7.987
C 2.200 -0.976 -4.345
O 3.346 -0.214 -4.420
C 3.121 1.069 -4.979
C 4.391 1.875 -4.892
O 5.404 1.402 -5.821
C 6.671 2.025 -5.524
C 7.766 1.499 -6.425
O 7.499 1.870 -7.805
C 7.773 0.897 -8.840
H 1.363 -0.473 -3.820
H 2.504 -1.885 -3.798
H 1.853 -1.319 -5.309
H 2.380 1.658 -4.365
H 2.810 0.999 -6.036
H 4.784 1.734 -3.896
H 4.179 2.934 -5.054
H 6.933 1.850 -4.474
H 6.503 3.082 -5.709
H 7.821 0.384 -6.380
H 8.668 1.893 -5.975
H 7.689 1.430 -9.809
H 7.162 0.017 -8.822
H 8.793 0.655 -8.823
C -3.175 -5.558 -0.434
O -4.294 -5.334 -1.216
C -4.686 -3.987 -1.092
C -5.620 -3.704 -2.237
O -6.925 -4.003 -1.816
C -7.935 -3.574 -2.779
C -9.282 -4.143 -2.326
O -9.172 -5.578 -2.241
C -10.396 -6.081 -1.873
H -2.395 -4.842 -0.646
H -2.940 -6.554 -0.568
H -3.367 -5.393 0.684
H -3.789 -3.328 -1.146
H -5.211 -3.782 -0.147
H -5.294 -4.304 -3.099
H -5.616 -2.643 -2.377
H -7.712 -3.959 -3.771
H -8.021 -2.505 -2.713
H -10.042 -3.881 -3.083
H -9.538 -3.626 -1.345
H -11.141 -5.895 -2.657
H -10.677 -5.590 -0.950
H -10.362 -7.123 -1.687
C -1.810 3.896 4.690
O -2.322 4.965 3.964
C -2.538 4.543 2.634
C -3.114 5.661 1.762
O -2.218 6.697 1.605
C -2.760 7.782 0.899
C -1.830 8.990 1.026
O -0.597 8.671 0.396
C -0.086 9.610 -0.527
H -0.871 3.562 4.205
H -2.514 3.082 4.719
H -1.588 4.253 5.708
H -3.277 3.723 2.493
H -1.643 4.167 2.202
H -4.025 6.035 2.215
H -3.460 5.157 0.840
H -3.717 8.169 1.377
H -2.805 7.556 -0.181
H -1.731 9.271 2.096
H -2.313 9.791 0.446
H -0.857 9.865 -1.229
H 0.831 9.281 -1.001
H 0.156 10.546 -0.014
C 2.860 -0.696 -1.272
O 3.351 -0.026 -0.088
C 2.980 1.380 -0.077
C 1.486 1.639 -0.124
O 0.736 0.987 0.953
C -0.486 1.609 1.258
C -1.209 0.670 2.200
O -1.812 -0.405 1.519
C -2.398 -1.310 2.418
H 1.754 -0.826 -1.174
H 3.270 -1.726 -1.302
H 3.148 -0.184 -2.176
H 3.484 1.929 -0.856
H 3.300 1.723 0.885
H 1.139 1.255 -1.073
H 1.394 2.706 -0.001
H -1.084 1.775 0.369
H -0.334 2.607 1.774
H -1.913 1.207 2.873
H -0.344 0.316 2.838
H -1.611 -1.756 3.019
H -2.931 -2.076 1.856
H -3.093 -0.737 3.082
C 2.293 -4.474 4.556
O 1.757 -3.224 5.018
C 1.108 -2.481 3.986
C 2.026 -1.963 2.882
O 2.475 -2.903 1.866
C 1.370 -3.171 1.029
C 1.553 -4.302 0.085
O 1.833 -5.513 0.768
C 0.660 -6.238 1.149
H 2.723 -4.919 5.446
H 3.043 -4.367 3.776
H 1.528 -5.056 4.106
H 0.695 -1.545 4.422
H 0.292 -3.057 3.482
H 2.989 -1.572 3.247
H 1.486 -1.174 2.393
H 1.175 -2.294 0.453
H 0.481 -3.387 1.715
H 2.407 -4.016 -0.520
H 0.653 -4.349 -0.465
H 0.952 -6.872 2.017
H 0.381 -6.909 0.340
H -0.230 -5.622 1.407
```